57
Properties=species:S:1:pos:R:3:forces:R:3 method="wB97M-V/def2-TZVPD" total_charge=0 gap_ev=10.084 e_above_lowest_ev=0.0000 homo_ev=-9.92 e_tot_ha=-3689.11527
C 6.359253 -0.573598 15.579246 -0.16 -0.27 0.47
Cl 6.826309 -1.374463 14.103347 0.37 -0.16 -0.59
Cl 6.570116 1.207911 15.487270 -0.17 -0.55 0.10
H 5.329044 -0.887211 15.747856 0.08 0.74 0.20
H 6.966591 -0.957073 16.399109 -0.06 0.28 -0.17
C -0.353102 1.922928 14.117802 -0.63 0.19 -0.15
Cl -1.405224 2.726774 15.366608 0.63 -0.43 -0.72
Cl 0.254321 3.085954 12.889795 0.03 -0.30 0.65
H 0.447971 1.402468 14.642665 0.04 0.36 -0.28
H -0.950936 1.223947 13.532900 -0.04 0.05 0.48
C 3.381979 0.749354 11.126930 0.62 0.01 -0.35
Cl 5.189377 0.469182 11.185880 -1.14 -0.10 0.19
Cl 2.850768 0.823193 9.429604 0.02 0.21 0.35
H 2.803890 -0.056106 11.579857 0.54 -0.01 0.15
H 3.219402 1.699271 11.636180 -0.14 -0.12 -0.28
C 3.780728 -1.963188 18.480107 -1.06 -0.06 -0.22
O 4.954169 -1.292525 18.201737 1.58 0.06 -0.12
H 3.305378 -1.594708 19.389147 -0.05 -0.17 0.15
H 3.104296 -1.768067 17.647963 -0.57 -0.30 -0.04
H 3.942367 -3.039229 18.544134 0.10 0.02 0.10
H 4.945632 -0.439001 18.641077 -0.13 0.52 0.04
C 4.811342 3.553005 13.116708 1.57 0.29 -0.25
O 3.463583 3.686311 13.448721 -0.85 -0.94 0.25
H 5.428123 4.166837 13.773127 0.19 0.29 -0.20
H 5.220288 2.549737 13.236397 -0.77 -0.34 0.43
H 5.027924 3.741611 12.065224 -0.14 0.55 -0.10
H 3.176450 4.601246 13.493934 0.18 0.01 -0.15
C -0.190691 -1.438345 15.795411 0.74 0.73 -0.54
O -0.395936 -1.606251 14.387232 -0.91 -0.01 1.00
H 0.396806 -0.538379 15.977108 0.22 0.35 -0.04
H -1.110137 -1.246991 16.348666 -0.24 -0.55 -0.40
H 0.416828 -2.225238 16.242418 -0.35 -0.43 0.01
H 0.470218 -1.646584 13.975224 0.51 0.03 0.02
C 5.876077 1.767947 19.803089 1.39 0.65 0.43
O 4.707699 1.395406 19.175677 -1.22 -0.65 -0.28
H 6.721672 1.473217 19.181637 0.41 -0.28 0.30
H 5.963681 2.849689 19.904279 -0.18 0.19 0.09
H 5.926809 1.354862 20.810509 0.11 -0.24 -0.13
H 4.452885 2.142213 18.628909 -0.49 0.27 -0.30
C 3.165678 -2.695781 14.008581 0.29 -0.38 0.03
O 2.339025 -1.574462 13.854727 -0.32 0.03 -0.38
H 3.841426 -2.544966 14.850435 -0.02 -0.31 0.28
H 2.517409 -3.559074 14.158811 0.17 -0.03 0.16
H 3.797738 -2.883664 13.140645 -0.04 0.02 -0.23
H 2.876161 -0.782690 13.933306 -0.07 0.61 0.07
C 4.088320 4.403130 16.841467 -0.80 0.24 0.19
O 3.849114 3.886247 18.169507 0.70 -0.19 -0.66
H 3.256759 4.149812 16.183879 -0.06 -0.03 -0.04
H 4.166789 5.489305 16.888154 0.15 0.05 -0.05
H 4.981005 3.991194 16.370813 0.11 -0.18 0.57
H 2.929866 4.033856 18.403621 -0.06 0.06 -0.07
C 3.018256 1.099707 15.914213 -0.27 1.23 1.14
O 2.947347 0.982862 14.533199 0.13 -1.32 -1.12
H 2.954689 0.171761 16.482524 0.15 -0.37 -0.66
H 3.924058 1.625926 16.215414 0.05 -0.08 0.15
H 2.155905 1.684851 16.233692 -0.10 0.25 0.44
H 3.149950 1.817368 14.104079 -0.04 0.50 0.11